{
  "formula": "C4H8F2N3O",
  "method": "ωB97M-V/def2-TZVPD",
  "energy_ev": -16216.87722,
  "charge": 1,
  "multiplicity": 3,
  "species": ["C", "C", "C", "C", "N", "N", "N", "O", "F", "F", "H", "H", "H", "H", "H", "H", "H", "H"],
  "coordinates": [[-0.91621, -1.27342, 0.26933], [0.47594, 0.88274, 0.50260], [-0.67716, -1.60963, -1.14779], [-0.91668, 0.36938, 0.63486], [-1.01088, -2.04485, 1.20198], [1.53088, 0.62034, 1.27124], [0.62168, 1.53702, -0.63735], [1.89222, 1.82012, -0.98396], [-1.40445, 0.49617, 1.86436], [-1.79205, 0.98725, -0.32974], [-1.26375, -2.57210, -1.43091], [0.29654, -1.68072, -1.41336], [-1.24600, -0.93904, -1.77897], [-1.46576, -1.74217, 2.04668], [1.63066, 0.08472, 2.14745], [2.31373, 1.02708, 0.65954], [-0.11738, 2.26946, -0.89898], [2.04868, 1.76767, -1.97699]]
}

***

{
  "formula": "C4H8F3NO5S2",
  "method": "ωB97M-V/def2-TZVPD",
  "e_above_lowest_kj_mol": 0.0,
  "species": ["C", "C", "C", "C", "N", "O", "O", "O", "O", "O", "F", "F", "F", "S", "S", "H", "H", "H", "H", "H", "H", "H", "H"],
  "coordinates": [[0.48520, -1.94984, -0.63684], [-1.48756, -0.44752, -0.05117], [-0.06540, -0.52965, -0.64961], [3.37800, 3.17682, 2.51852], [2.81689, 1.78002, 0.37721], [0.84250, 2.64837, 1.80950], [2.58573, 0.43694, -1.77263], [1.24835, 2.44588, -1.47287], [0.87495, 0.39401, -0.01801], [2.18917, 0.64341, 2.34527], [2.87410, 3.39572, 3.73667], [3.44784, 4.36175, 1.86848], [1.60851, 0.24953, 3.59225], [2.10775, 2.06578, 1.66186], [1.84605, 1.24735, -0.88160], [0.80216, -2.08408, 0.31042], [-0.18688, -2.66157, -1.04412], [1.33331, -2.10138, -1.32003], [-1.47971, -0.84095, 0.94036], [-2.30791, -1.14678, -0.59988], [-1.81494, 0.68819, -0.17767], [-0.19515, -0.26807, -1.81801], [4.43497, 2.88372, 2.54447]]
}

***

{
  "formula": "C4H8F3OP",
  "method": "ωB97M-V/def2-TZVPD",
  "e_above_lowest_kj_mol": 156.7,
  "smiles": "C[C@H](O)P(C)C(F)(F)F",
  "species": ["C", "C", "C", "C", "O", "F", "F", "F", "P", "H", "H", "H", "H", "H", "H", "H", "H"],
  "coordinates": [[-1.72307, 1.70975, -0.34223], [0.62111, -1.99290, -0.19850], [-1.48432, 0.20475, -0.15721], [2.39662, 0.18582, 0.04474], [-1.65767, -0.29288, 1.15176], [2.49026, -0.41018, 1.28459], [3.23075, -0.32640, -0.81916], [2.59353, 1.45135, 0.15067], [0.48306, -0.21742, -0.80708], [-2.74400, 1.92095, -0.24926], [-1.31198, 2.25447, 0.52998], [-1.04758, 2.06441, -1.22831], [1.64562, -2.18792, -0.50729], [-0.27656, -2.53138, -0.56504], [0.47703, -1.87614, 0.84862], [-1.68137, 0.46824, 1.61789], [-2.01144, -0.42453, -0.75418]]
}

***

{
  "formula": "C4H8FN",
  "method": "ωB97M-V/def2-TZVPD",
  "e_above_lowest_kj_mol": 633.0,
  "species": ["C", "C", "C", "C", "N", "F", "H", "H", "H", "H", "H", "H", "H", "H"],
  "coordinates": [[1.54337, 0.89244, 2.02959], [-0.39159, 1.00576, 0.26979], [-1.42577, -0.39538, -1.48996], [0.57402, -1.04869, 0.07710], [-0.47550, -0.11613, -0.28690], [-1.08942, 1.98103, -0.32254], [2.47267, 1.41796, 1.78003], [1.18999, 1.49707, 2.89934], [-1.41276, -1.41164, -1.74806], [-2.41811, -0.09358, -1.21169], [-1.06520, 0.23140, -2.40561], [0.13882, -2.05315, -0.03791], [1.41761, -1.03188, -0.62519], [0.94188, -0.87518, 1.07200]]
}

***

{
  "formula": "C4H8FN",
  "method": "ωB97M-V/def2-TZVPD",
  "e_above_lowest_kj_mol": 77.4,
  "smiles": "NC/C=C/CF",
  "species": ["C", "C", "C", "C", "H", "H", "H", "H", "H", "H", "H", "H", "N", "F"],
  "coordinates": [[1.93949, 0.53331, -0.23801], [0.53337, 0.85341, 0.01249], [-0.37002, -0.11883, 0.19992], [-1.84303, 0.08882, 0.51084], [1.96808, -1.07242, 0.96255], [3.23593, -1.13600, -0.09849], [2.56265, 1.12424, 0.45043], [2.24504, 0.78124, -1.23339], [0.21198, 1.92028, 0.03138], [-0.14494, -1.17867, 0.10228], [-2.20160, -0.48773, 1.38498], [-2.04510, 1.14849, 0.78692], [2.25632, -0.89196, -0.00355], [-2.57612, -0.33288, -0.58591]]
}

***

{
  "formula": "C4H8FN",
  "method": "ωB97M-V/def2-TZVPD",
  "e_above_lowest_kj_mol": 74.7,
  "smiles": "NCC/C=C/F",
  "species": ["C", "C", "C", "C", "H", "H", "H", "H", "H", "H", "H", "H", "N", "F"],
  "coordinates": [[-1.11239, 0.42887, -0.24811], [0.03778, -0.14950, 0.51612], [1.39492, 0.41781, 0.20002], [2.39703, -0.36463, -0.08379], [-2.30910, -1.13161, -0.74276], [-3.10687, 0.25716, -0.29297], [-0.88709, 0.62070, -1.29372], [-1.37354, 1.42876, 0.16433], [-0.25459, 0.01086, 1.55580], [0.11325, -1.24097, 0.43055], [1.53921, 1.48728, 0.23212], [2.21934, -1.42571, -0.18154], [-2.34596, -0.35078, -0.06252], [3.68801, 0.01175, -0.19355]]
}

***

{
  "formula": "C4H8FN",
  "method": "ωB97M-V/def2-TZVPD",
  "e_above_lowest_kj_mol": 184.2,
  "smiles": "CC1=N[C@@H]1C.F",
  "species": ["C", "C", "C", "C", "N", "F", "H", "H", "H", "H", "H", "H", "H", "H"],
  "coordinates": [[0.49727, 0.62379, 1.00037], [0.33764, -0.67844, 0.36615], [0.63560, 1.79636, 0.05540], [0.80051, -1.70753, -0.52230], [-0.73931, -0.17989, 0.79932], [-3.72449, -0.46032, -0.72267], [0.61752, 0.74413, 2.05566], [-2.97105, -0.29224, -0.09392], [1.66245, 1.69700, -0.27783], [0.27454, 2.82103, 0.47738], [-0.07989, 1.53954, -0.71939], [0.44464, -1.45699, -1.52467], [0.39816, -2.69299, -0.37368], [1.84639, -1.75345, -0.51983]]
}

***

{
  "formula": "C4H8FN",
  "method": "ωB97M-V/def2-TZVPD",
  "e_above_lowest_kj_mol": 162.4,
  "smiles": "FCCN1CC1",
  "species": ["C", "C", "C", "C", "H", "H", "H", "H", "H", "H", "H", "H", "N", "F"],
  "coordinates": [[1.57156, -0.03738, 0.54892], [0.31662, 0.76462, 0.31068], [-2.02601, 0.43168, -0.40557], [-1.58939, -0.80561, 0.39874], [1.25777, -0.96270, 0.99807], [2.20519, 0.53731, 1.28763], [-0.06563, 1.09234, 1.32426], [0.52255, 1.64377, -0.29914], [-2.26195, 1.23306, 0.31303], [-2.67396, 0.27379, -1.30236], [-1.83126, -1.85178, 0.15205], [-1.51864, -0.58672, 1.54241], [-0.64606, -0.12448, -0.44297], [2.13907, -0.29194, -0.67019]]
}

***

{
  "formula": "C4H8FNO",
  "method": "ωB97M-V/def2-TZVPD",
  "e_above_lowest_kj_mol": 248.1,
  "smiles": "CC[C@@H](F)/C=N\\O",
  "species": ["C", "C", "C", "C", "H", "H", "H", "H", "H", "H", "H", "H", "N", "O", "F"],
  "coordinates": [[-0.86739, 1.22738, -0.26868], [-1.25578, -0.21894, 0.09687], [-0.06077, -1.20687, 0.14300], [1.15055, -0.58596, 0.87443], [-1.76878, 1.87788, -0.16115], [-0.55429, 1.46058, -1.38535], [-0.00114, 1.63917, 0.37031], [-2.07616, -0.44866, -0.55899], [-1.70440, -0.25941, 1.17071], [-0.25589, -2.29642, 0.41829], [1.17662, -0.75158, 1.97539], [1.46622, 0.19749, -1.21936], [2.08595, 0.18392, 0.48357], [2.21075, 0.52221, -0.73856], [0.45449, -1.34079, -1.20049]]
}

***

{
  "formula": "C4H8FNO",
  "method": "ωB97M-V/def2-TZVPD",
  "e_above_lowest_kj_mol": 279.0,
  "smiles": "O[C@@H]1CNC[C@@H]1F",
  "species": ["C", "C", "C", "C", "H", "H", "H", "H", "H", "H", "H", "H", "N", "O", "F"],
  "coordinates": [[0.97943, -0.45152, -0.05978], [0.01876, -0.52435, 1.24431], [-0.84832, 0.99319, -0.19469], [0.46184, 0.56600, -0.99490], [0.08212, -2.21649, -1.25096], [2.06103, -0.27437, 0.13338], [0.50624, -0.02812, 2.15102], [-0.14548, -1.53672, 1.85358], [-1.76741, 0.41102, 1.47482], [-1.58713, 1.17055, -1.13175], [-0.72551, 1.99099, 0.35212], [1.25322, 1.51321, -1.32484], [-1.25592, -0.05819, 0.74130], [0.99993, -1.72046, -0.77960], [-0.03281, 0.16526, -2.21401]]
}

***

{
  "formula": "C4H8IN2",
  "method": "ωB97M-V/def2-TZVPD",
  "charge": 1,
  "e_above_lowest_kj_mol": 180.7,
  "smiles": "CC(C)=NC(=[NH2+])I",
  "species": ["C", "C", "C", "C", "N", "N", "I", "H", "H", "H", "H", "H", "H", "H", "H"],
  "coordinates": [[-0.09426, 0.76452, -0.01873], [0.03356, -1.81366, 0.23740], [1.32063, 1.06295, 0.27246], [-1.14292, 1.85949, -0.15603], [-0.54317, -0.41010, -0.18450], [-0.17031, -2.74677, -0.62865], [0.45982, -2.11774, 2.20497], [1.23619, 1.72426, 1.04429], [1.72263, 1.67653, -0.56830], [1.93645, 0.24616, 0.60259], [-2.13461, 1.39221, -0.29695], [-1.00620, 2.16334, -1.20690], [-0.98079, 2.62631, 0.52638], [-0.67460, -2.74300, -1.50740], [0.03759, -3.68448, -0.32063]]
}

***

{
  "formula": "C4H8IN2",
  "method": "ωB97M-V/def2-TZVPD",
  "charge": 1,
  "e_above_lowest_kj_mol": 350.5,
  "smiles": "C=[N+](C)/C(N)=C\\I",
  "species": ["C", "C", "C", "C", "N", "N", "I", "H", "H", "H", "H", "H", "H", "H", "H"],
  "coordinates": [[-1.72108, 0.85089, 0.48894], [0.86639, -1.00431, -1.11264], [-0.24156, -0.77351, -0.33493], [0.73839, 1.21456, 0.46531], [-0.44562, 0.45389, 0.30539], [-1.13848, -1.79731, -0.19968], [1.83606, 0.18302, -2.78437], [-1.86855, 1.77162, 1.08800], [-2.53611, 0.18045, 0.23639], [1.01283, -2.02806, -1.51114], [0.68163, 2.27289, 0.91133], [1.48860, 0.75353, 1.08341], [1.27317, 1.48018, -0.56084], [-2.03921, -1.56422, 0.22242], [-0.76763, -2.75356, -0.35393]]
}

***

{
  "formula": "C4H8IN2",
  "method": "ωB97M-V/def2-TZVPD",
  "charge": 1,
  "e_above_lowest_kj_mol": 348.4,
  "smiles": "CN1C[C@]12[NH2+][C@H]2I",
  "species": ["C", "C", "C", "C", "N", "N", "I", "H", "H", "H", "H", "H", "H", "H", "H"],
  "coordinates": [[-0.71638, -0.96250, 0.90471], [-0.43371, 1.33535, -0.76201], [-0.41072, -0.00870, -0.21043], [1.68864, -0.47693, 1.05160], [0.57973, -0.91069, 0.17823], [-0.82188, 0.15511, -1.66322], [-1.98304, 2.66077, -0.52098], [-0.76567, -0.59586, 1.87926], [-1.42268, -1.73449, 0.55655], [0.44786, 1.92857, -1.02305], [2.34596, 0.26685, 0.60727], [1.24274, -0.21243, 1.97483], [2.13692, -1.39770, 1.19149], [-1.78129, 0.24868, -1.86261], [-0.10647, -0.29603, -2.30164]]
}

***

{
  "formula": "C4H8IN2",
  "method": "ωB97M-V/def2-TZVPD",
  "charge": 1,
  "e_above_lowest_kj_mol": 402.6,
  "smiles": "CN1C[C@]12[NH2+][C@H]2I",
  "species": ["C", "C", "C", "C", "N", "N", "I", "H", "H", "H", "H", "H", "H", "H", "H"],
  "coordinates": [[-0.08789, 0.44668, 1.34109], [-1.79462, -0.44984, -0.67682], [-0.65396, -0.30926, 0.21937], [1.45849, 0.98116, -0.44521], [0.71842, -0.00307, 0.27558], [-1.19295, -1.64086, 0.11915], [-3.76190, 0.13403, -0.10097], [-0.27402, 1.46064, 1.50545], [0.01086, 0.01148, 2.36423], [-1.62582, -0.72168, -1.84883], [1.60524, 0.70668, -1.45981], [0.92517, 1.85230, -0.64063], [2.46981, 1.12542, -0.10987], [-1.65403, -2.15620, 0.86474], [-0.45272, -2.33969, -0.12094]]
}

***

{
  "formula": "C4H8IN2O",
  "method": "ωB97M-V/def2-TZVPD",
  "charge": 1,
  "e_above_lowest_kj_mol": 139.9,
  "species": ["C", "C", "C", "C", "N", "N", "O", "I", "H", "H", "H", "H", "H", "H", "H", "H"],
  "coordinates": [[2.50299, -0.85338, 0.79423], [-1.59969, 0.34730, 0.21232], [0.03508, -1.00253, 1.46434], [-0.57679, -1.47611, -0.85087], [1.40203, -1.10869, 1.18588], [-0.78729, -0.57727, 0.25632], [3.59159, -0.77087, 0.47319], [2.77039, 2.66936, -1.34459], [-2.17921, 0.69222, -0.65223], [-1.61998, 1.15397, 1.03966], [-0.42655, -1.84743, 1.87637], [-0.06658, -0.36926, 2.27897], [-1.24836, -2.25019, -0.64596], [-0.96146, -0.89793, -1.63709], [0.50656, -1.68021, -0.92967], [1.78810, 3.72206, -1.99772]]
}